{"formula": "C14H21IInN4O2SSe2", "method": "the ωB97M-V functional and the def2-TZVPD basis", "elements": ["In", "O", "C", "C", "C", "O", "C", "Se", "C", "Se", "H", "H", "H", "H", "H", "H", "H", "H", "H", "H", "C", "C", "C", "C", "N", "C", "S", "N", "C", "H", "H", "H", "H", "H", "H", "H", "H", "I", "C", "C", "N", "N", "C", "H", "H", "H"], "coordinates": [[-0.556, -0.344, -0.251], [-4.403, 2.578, -0.451], [-3.140, 2.752, -1.073], [-3.018, 1.733, -2.196], [-4.059, 2.118, -3.271], [-4.136, 1.174, -4.327], [-1.646, 1.854, -2.865], [0.040, 1.395, -1.942], [-3.333, 0.281, -1.783], [-3.034, -0.235, 0.108], [-4.554, 3.300, 0.166], [-2.314, 2.635, -0.363], [-3.071, 3.756, -1.511], [-3.842, 3.122, -3.651], [-5.039, 2.144, -2.795], [-3.547, 1.439, -5.038], [-1.468, 2.895, -3.142], [-1.635, 1.255, -3.773], [-2.740, -0.400, -2.392], [-4.373, 0.033, -1.975], [5.133, -3.670, 1.074], [4.121, -2.634, 0.721], [4.351, -1.288, 0.714], [3.276, -0.423, 0.457], [2.059, -0.898, 0.213], [1.830, -2.224, 0.150], [0.303, -2.828, -0.255], [2.868, -3.059, 0.424], [3.457, 1.055, 0.450], [6.119, -3.371, 0.729], [4.886, -4.641, 0.646], [5.171, -3.775, 2.160], [5.334, -0.901, 0.931], [2.676, -4.053, 0.393], [4.173, 1.364, 1.211], [2.510, 1.571, 0.588], [3.858, 1.351, -0.523], [1.464, -0.563, 6.000], [0.325, -0.536, 4.297], [-1.025, -0.784, 4.169], [-1.316, -0.673, 2.867], [-0.238, -0.377, 2.127], [0.766, -0.286, 2.995], [-1.780, -1.015, 4.900], [-2.213, -0.801, 2.416], [1.760, -0.026, 2.673]], "lowdin_charge": [0.18, -0.07, -0.26, -0.56, -0.21, -0.04, -0.50, 0.61, -0.48, 0.66, 0.10, 0.09, 0.14, 0.14, 0.13, 0.09, 0.07, 0.06, 0.06, 0.07, 0.02, -0.23, 0.05, -0.28, 0.05, -0.77, 0.73, 0.13, 0.00, 0.10, 0.10, 0.11, 0.14, 0.16, 0.10, 0.08, 0.11, 0.92, -0.77, -0.11, 0.00, -0.06, -0.18, 0.13, 0.06, 0.10], "charge": 1, "e_above_lowest_ev": 0.5093, "orbital_gap_ev": 6.964}

{"formula": "C6H14NS", "method": "the ωB97M-V functional and the def2-TZVPD basis", "elements": ["C", "C", "C", "C", "C", "C", "N", "S", "H", "H", "H", "H", "H", "H", "H", "H", "H", "H", "H", "H", "H", "H"], "coordinates": [[0.654, -0.731, -1.738], [-1.341, 0.573, -1.524], [0.091, 0.229, -0.580], [1.029, 1.527, -0.265], [0.839, -1.325, 1.162], [-1.044, 0.248, 1.762], [-0.288, -0.539, 0.631], [-0.956, -0.849, -2.625], [1.312, -0.093, -2.289], [1.110, -1.516, -1.267], [-2.319, 0.364, -0.960], [-1.477, 1.486, -2.093], [0.681, 2.056, 0.658], [1.045, 2.283, -1.054], [1.996, 1.162, -0.189], [0.898, -1.204, 2.290], [0.851, -2.465, 1.044], [1.786, -1.080, 0.677], [-0.446, 0.734, 2.533], [-1.791, 0.812, 1.218], [-1.621, -0.482, 2.360], [-1.007, -1.189, 0.250]], "lowdin_charge": [-0.36, -0.34, -0.43, 0.02, -0.02, 0.05, -0.14, 0.87, 0.08, 0.03, 0.08, 0.07, 0.09, 0.09, 0.05, 0.13, 0.14, 0.10, 0.11, 0.09, 0.11, 0.18], "smiles": "C[NH+](C)C1(C)CSC1", "charge": 1, "e_above_lowest_ev": 2.4356, "orbital_gap_ev": 9.767}

{"formula": "C5H15NO2", "method": "the ωB97M-V functional and the def2-TZVPD basis", "elements": ["C", "N", "C", "C", "C", "O", "C", "H", "H", "H", "H", "H", "H", "H", "H", "H", "H", "H", "H", "H", "H", "H", "O"], "coordinates": [[-1.481, 0.150, 0.206], [-0.293, -0.531, 0.796], [0.782, 0.474, 1.160], [1.404, 0.826, -0.208], [2.613, 1.717, -0.274], [1.711, -0.367, -0.967], [-2.733, -0.602, 0.767], [-1.542, 1.235, 0.365], [-1.750, 0.042, -0.893], [-0.694, -0.862, 1.662], [1.442, -0.146, 1.814], [0.472, 1.365, 1.734], [0.501, 1.243, -0.739], [2.493, 2.427, -1.081], [3.536, 1.128, -0.285], [2.609, 2.306, 0.652], [0.966, -0.980, -1.021], [-2.362, -1.433, 1.390], [-3.549, -0.010, 1.180], [-3.192, -1.242, -0.016], [0.183, -2.264, -2.727], [-0.909, -1.938, -1.627], [-0.209, -2.540, -1.889]], "lowdin_charge": [-0.29, -0.07, -0.16, -0.43, -0.04, -0.07, -0.09, 0.10, 0.11, 0.07, 0.13, 0.12, 0.13, 0.07, 0.09, 0.08, 0.03, 0.07, 0.07, 0.07, 0.06, 0.01, -0.05], "smiles": "CCNC[C@@H](C)O.O", "e_above_lowest_ev": 1.9301, "orbital_gap_ev": 10.396}

{"formula": "C28H48O32S6", "method": "the ωB97M-V functional and the def2-TZVPD basis", "elements": ["C", "C", "O", "S", "O", "O", "O", "H", "H", "H", "H", "C", "C", "O", "S", "O", "O", "O", "H", "H", "H", "H", "C", "C", "O", "S", "O", "O", "O", "H", "H", "H", "H", "C", "C", "O", "S", "O", "O", "O", "H", "H", "H", "H", "C", "C", "O", "S", "O", "O", "O", "H", "H", "H", "H", "C", "C", "O", "S", "O", "O", "O", "H", "H", "H", "H", "O", "C", "O", "C", "C", "C", "H", "H", "H", "H", "H", "H", "O", "C", "O", "C", "C", "C", "H", "H", "H", "H", "H", "H", "O", "C", "O", "C", "C", "C", "H", "H", "H", "H", "H", "H", "O", "C", "O", "C", "C", "C", "H", "H", "H", "H", "H", "H"], "coordinates": [[19.798, -21.826, 23.252], [18.347, -22.341, 23.104], [17.796, -21.532, 22.055], [18.990, -21.188, 21.061], [18.632, -20.053, 20.311], [19.492, -22.349, 20.423], [19.942, -20.783, 22.273], [20.548, -22.592, 23.074], [20.037, -21.385, 24.217], [17.702, -22.161, 23.958], [18.321, -23.403, 22.865], [22.399, -18.034, 21.536], [23.699, -18.666, 22.045], [24.234, -17.641, 22.872], [23.815, -16.185, 22.382], [24.864, -15.565, 21.662], [23.221, -15.524, 23.479], [22.756, -16.666, 21.285], [21.699, -18.047, 22.374], [22.000, -18.495, 20.641], [24.405, -19.030, 21.301], [23.361, -19.494, 22.672], [24.527, -23.936, 19.826], [25.058, -22.509, 19.645], [24.899, -21.826, 20.896], [23.927, -22.643, 21.872], [22.593, -22.209, 21.685], [24.494, -22.670, 23.162], [24.199, -24.073, 21.209], [25.296, -24.673, 19.597], [23.687, -24.174, 19.173], [24.456, -21.964, 18.913], [26.083, -22.456, 19.287], [22.726, -20.534, 33.154], [21.380, -20.358, 32.468], [21.476, -21.228, 31.326], [22.961, -21.275, 30.752], [23.152, -20.290, 29.754], [23.332, -22.607, 30.484], [23.641, -20.673, 32.076], [22.724, -21.395, 33.825], [23.062, -19.644, 33.680], [21.303, -19.348, 32.060], [20.518, -20.634, 33.063], [19.448, -24.619, 29.229], [20.092, -23.227, 28.999], [19.631, -22.811, 27.721], [18.546, -23.811, 27.144], [18.770, -24.006, 25.760], [17.265, -23.481, 27.634], [19.199, -25.071, 27.890], [18.490, -24.581, 29.753], [20.101, -25.256, 29.818], [21.172, -23.359, 28.971], [19.819, -22.508, 29.767], [23.381, -23.609, 26.832], [22.460, -24.079, 25.699], [22.065, -22.896, 24.979], [22.592, -21.576, 25.685], [21.645, -21.126, 26.645], [23.039, -20.635, 24.721], [23.816, -22.292, 26.364], [24.345, -24.105, 26.837], [22.925, -23.542, 27.813], [21.516, -24.511, 26.027], [22.967, -24.757, 25.016], [20.146, -15.572, 26.365], [20.826, -16.472, 26.760], [20.460, -17.208, 27.837], [21.545, -17.949, 28.387], [22.693, -17.909, 27.341], [22.153, -16.986, 26.238], [21.197, -18.980, 28.456], [21.829, -17.583, 29.370], [22.860, -18.900, 26.939], [23.596, -17.548, 27.825], [21.944, -17.568, 25.341], [22.825, -16.160, 26.030], [23.196, -25.677, 29.456], [23.293, -26.875, 29.424], [23.731, -27.577, 30.475], [23.913, -29.034, 30.152], [23.918, -29.023, 28.626], [23.046, -27.827, 28.272], [23.003, -29.491, 30.542], [24.785, -29.154, 30.785], [23.520, -29.947, 28.210], [24.948, -28.917, 28.281], [21.999, -28.136, 28.266], [23.291, -27.373, 27.316], [23.380, -28.807, 24.756], [22.826, -28.330, 23.818], [21.981, -27.287, 23.958], [21.338, -26.929, 22.709], [22.046, -27.764, 21.632], [22.716, -28.898, 22.424], [21.493, -25.865, 22.554], [20.283, -27.170, 22.821], [22.775, -27.130, 21.126], [21.404, -28.127, 20.831], [23.743, -28.988, 22.056], [22.273, -29.884, 22.336], [27.269, -20.285, 30.197], [27.436, -20.729, 29.102], [26.409, -21.332, 28.434], [26.736, -21.541, 27.053], [28.265, -21.387, 26.985], [28.585, -20.474, 28.154], [26.299, -20.825, 26.359], [26.471, -22.566, 26.813], [28.631, -21.080, 26.005], [28.720, -22.378, 27.100], [28.445, -19.429, 27.860], [29.580, -20.603, 28.564]], "lowdin_charge": [-0.16, -0.15, -0.18, 0.57, -0.20, -0.22, -0.20, 0.10, 0.12, 0.13, 0.13, -0.14, -0.16, -0.18, 0.59, -0.22, -0.21, -0.18, 0.13, 0.14, 0.13, 0.10, -0.16, -0.14, -0.18, 0.59, -0.20, -0.20, -0.19, 0.13, 0.13, 0.13, 0.13, -0.16, -0.14, -0.21, 0.58, -0.20, -0.20, -0.18, 0.13, 0.14, 0.13, 0.14, -0.15, -0.14, -0.20, 0.59, -0.21, -0.19, -0.19, 0.12, 0.13, 0.10, 0.13, -0.09, -0.11, -0.22, 0.55, -0.21, -0.21, -0.20, 0.13, 0.10, 0.12, 0.12, 0.12, -0.48, 0.02, -0.16, -0.12, -0.06, 0.10, 0.12, 0.07, 0.11, 0.12, 0.12, 0.10, -0.50, 0.00, -0.08, -0.15, -0.07, 0.12, 0.13, 0.12, 0.12, 0.13, 0.11, 0.12, -0.50, 0.01, -0.12, -0.14, -0.06, 0.12, 0.13, 0.10, 0.11, 0.13, 0.13, 0.13, -0.47, 0.02, -0.16, -0.16, -0.07, 0.13, 0.11, 0.11, 0.11, 0.14, 0.12], "e_above_lowest_ev": 0.0000, "orbital_gap_ev": 9.244}

{"formula": "C24H19F6N3OPPdSbSe2", "method": "the ωB97M-V functional and the def2-TZVPD basis", "elements": ["Pd", "Se", "P", "Se", "C", "C", "C", "C", "C", "C", "C", "C", "C", "C", "C", "C", "H", "H", "H", "H", "H", "H", "H", "H", "H", "H", "O", "C", "F", "Sb", "F", "F", "F", "F", "F", "C", "C", "N", "C", "C", "C", "C", "C", "C", "C", "C", "N", "C", "N", "H", "H", "H", "H", "H", "H", "H", "H", "H"], "coordinates": [[1.077, -0.319, -0.326], [-0.301, 0.104, -2.240], [0.029, -1.999, -2.862], [2.047, -1.897, -1.827], [-0.990, -3.179, -2.014], [-2.093, -3.663, -2.728], [-2.965, -4.540, -2.104], [-2.727, -4.943, -0.796], [-1.623, -4.470, -0.095], [-0.750, -3.584, -0.698], [0.121, -2.255, -4.603], [0.447, -3.542, -5.057], [0.526, -3.771, -6.416], [0.266, -2.738, -7.313], [-0.063, -1.466, -6.861], [-0.128, -1.215, -5.502], [-2.267, -3.371, -3.755], [-3.820, -4.919, -2.644], [-3.403, -5.642, -0.322], [-1.435, -4.805, 0.915], [0.112, -3.234, -0.136], [0.626, -4.354, -4.363], [0.781, -4.755, -6.783], [0.321, -2.931, -8.376], [-0.262, -0.673, -7.567], [-0.365, -0.218, -5.150], [2.176, 2.173, 0.150], [1.155, 1.621, -0.014], [0.653, -0.141, 1.870], [2.294, -0.955, 2.689], [1.314, -1.476, 4.177], [3.922, -1.631, 3.231], [1.722, -2.467, 1.680], [2.982, -0.353, 0.978], [2.572, 0.805, 3.333], [-1.773, 3.933, -0.189], [-0.751, 3.102, -0.580], [-0.090, 2.387, 0.352], [-0.347, 2.492, 1.674], [-1.348, 3.336, 2.122], [-2.083, 4.035, 1.160], [-1.725, 3.456, 3.543], [-1.003, 3.536, 4.666], [0.446, 3.598, 4.894], [0.910, 3.724, 6.212], [2.288, 3.798, 6.373], [2.991, 3.754, 5.273], [2.604, 3.633, 4.029], [1.295, 3.561, 3.867], [-2.310, 4.506, -0.931], [-0.405, 3.016, -1.600], [0.253, 1.869, 2.317], [-2.893, 4.683, 1.472], [-2.800, 3.512, 3.688], [-1.577, 3.616, 5.581], [0.253, 3.765, 7.069], [2.806, 3.895, 7.324], [3.310, 3.595, 3.213]], "lowdin_charge": [0.54, 0.60, 0.40, 0.75, -0.42, -0.06, -0.02, -0.01, -0.03, -0.10, -0.43, -0.07, -0.02, -0.01, -0.03, -0.08, 0.12, 0.13, 0.13, 0.13, 0.06, 0.12, 0.13, 0.13, 0.13, 0.08, 0.20, -0.42, -0.41, 1.45, -0.30, -0.28, -0.37, -0.40, -0.34, 0.04, -0.02, 0.01, 0.04, -0.13, 0.08, 0.02, 0.02, -0.19, 0.09, 0.03, 0.29, -0.08, 0.21, 0.14, 0.13, 0.12, 0.15, 0.14, 0.13, 0.15, 0.17, 0.16], "charge": 3, "spin_multiplicity": 2, "orbital_gap_ev": [5.120, 5.036]}

{"formula": "C21H49N6O7Pt", "method": "the ωB97M-V functional and the def2-TZVPD basis", "elements": ["Pt", "C", "C", "C", "O", "H", "H", "H", "H", "H", "H", "H", "C", "O", "N", "C", "C", "H", "H", "H", "H", "H", "H", "H", "C", "O", "N", "C", "C", "H", "H", "H", "H", "H", "H", "H", "C", "O", "N", "C", "C", "H", "H", "H", "H", "H", "H", "H", "C", "O", "N", "C", "C", "H", "H", "H", "H", "H", "H", "H", "C", "O", "N", "C", "C", "H", "H", "H", "H", "H", "H", "H", "C", "O", "N", "C", "C", "H", "H", "H", "H", "H", "H", "H"], "coordinates": [[5.288, -7.479, 15.473], [1.460, -6.623, 16.112], [2.373, -7.218, 17.166], [2.141, -8.736, 17.312], [3.715, -7.047, 16.853], [0.446, -6.504, 16.504], [1.331, -7.252, 15.229], [1.803, -5.638, 15.802], [2.151, -6.761, 18.134], [1.208, -8.859, 17.866], [2.918, -9.218, 17.903], [2.064, -9.192, 16.329], [3.615, -7.732, 22.835], [2.889, -7.615, 23.795], [3.270, -7.446, 21.558], [4.205, -7.449, 20.439], [1.984, -6.841, 21.283], [4.653, -8.084, 22.945], [3.736, -8.028, 19.645], [5.153, -7.852, 20.789], [4.349, -6.411, 20.123], [1.355, -6.945, 22.165], [2.141, -5.778, 21.065], [1.447, -7.330, 20.465], [0.933, -11.727, 15.635], [1.817, -12.503, 15.308], [-0.184, -11.518, 14.918], [-1.054, -10.373, 15.104], [-0.638, -12.458, 13.895], [0.958, -11.122, 16.555], [-0.562, -9.575, 15.669], [-1.965, -10.715, 15.598], [-1.301, -9.852, 14.176], [-1.497, -13.042, 14.226], [-0.883, -11.892, 13.000], [0.185, -13.145, 13.709], [3.255, -9.777, 13.848], [4.020, -8.989, 14.414], [2.395, -9.433, 12.878], [1.563, -10.431, 12.243], [2.084, -8.052, 12.572], [3.340, -10.867, 13.934], [0.496, -10.236, 12.365], [1.787, -11.480, 12.412], [1.703, -10.318, 11.159], [2.106, -7.953, 11.482], [1.026, -7.815, 12.749], [2.691, -7.342, 13.116], [-2.142, -4.050, 17.278], [-3.189, -4.501, 17.690], [-0.936, -4.285, 17.852], [0.216, -3.468, 17.504], [-0.825, -5.057, 19.063], [-2.087, -3.458, 16.351], [1.092, -4.084, 17.741], [0.324, -2.581, 18.133], [0.299, -3.245, 16.442], [-0.954, -4.493, 19.990], [-1.454, -5.945, 19.117], [0.191, -5.471, 19.096], [-3.391, -4.756, 14.160], [-3.279, -3.625, 13.743], [-2.404, -5.690, 14.161], [-1.066, -5.313, 13.727], [-2.552, -6.932, 14.892], [-4.317, -5.162, 14.607], [-0.705, -6.190, 13.173], [-0.429, -5.124, 14.592], [-1.058, -4.511, 12.998], [-3.590, -7.257, 14.934], [-1.919, -7.664, 14.394], [-2.279, -6.773, 15.945], [2.998, -3.112, 15.058], [1.975, -2.562, 14.708], [4.131, -2.466, 15.384], [5.286, -3.150, 15.896], [4.254, -1.035, 15.203], [3.078, -4.208, 15.097], [6.214, -2.946, 15.361], [5.156, -4.236, 15.785], [5.409, -2.954, 16.964], [4.469, -0.485, 16.120], [5.089, -0.818, 14.528], [3.362, -0.663, 14.709]], "lowdin_charge": [0.92, -0.03, -0.49, -0.02, -0.14, 0.09, 0.07, 0.06, 0.12, 0.10, 0.09, 0.05, -0.34, 0.03, -0.20, -0.04, -0.06, 0.14, 0.06, 0.09, 0.09, 0.09, 0.10, 0.07, -0.35, 0.01, -0.19, -0.06, -0.03, 0.12, 0.07, 0.10, 0.07, 0.10, 0.08, 0.09, -0.27, -0.15, -0.15, -0.04, -0.02, 0.15, 0.08, 0.10, 0.11, 0.11, 0.08, 0.08, -0.34, 0.03, -0.19, -0.06, -0.06, 0.14, 0.07, 0.10, 0.07, 0.10, 0.09, 0.05, -0.35, 0.03, -0.19, -0.03, -0.05, 0.14, 0.07, 0.07, 0.10, 0.10, 0.06, 0.08, -0.35, 0.02, -0.19, -0.06, -0.03, 0.11, 0.09, 0.05, 0.10, 0.10, 0.10, 0.09], "charge": 1, "spin_multiplicity": 3, "e_above_lowest_ev": 0.0000, "orbital_gap_ev": [5.812, 4.779]}